Entry from the OMol25 dataset: a structure of composition C47H53BrIN8O8S3Tl at a distorted geometry (wB97M-V/def2-TZVPD).

E_HOMO = -0.0953 Ha
Lowest unoccupied orbital energy = 3.39 eV
Total charge = -2
Frontier orbital gap = 5.9854 eV
Strongest force on any atom = 2.3 eV/Å
M = 1365.4 g mol⁻¹

The geometry in XYZ format:
```
122
Properties=species:S:1:pos:R:3:forces:R:3:mulliken_charge:R:1
Tl -0.3206 1.3356 0.3082 0.1660 0.1689 0.0333 1.2649
C -1.0912 5.9465 0.7358 -0.8398 -1.3649 0.4890 -0.1151
O -1.4737 5.7968 2.1278 0.5245 0.1756 -0.2523 -0.5516
C -2.3130 4.7275 2.3678 0.5026 -0.3226 -0.4155 -0.0322
C -3.6371 5.0352 2.5070 -0.8716 0.8855 0.1873 -0.0398
C -4.5546 4.0574 2.8692 -0.3011 -1.3057 -0.2961 -0.9028
C -4.1090 2.7452 2.9476 0.6400 1.1161 0.0946 -0.8678
C -2.7736 2.3742 2.7495 0.2000 0.2931 0.0311 0.6876
C -2.4605 0.9643 2.8844 -1.2191 -0.4485 -0.0275 -0.6757
N -1.3524 0.4081 2.6676 1.1601 0.1159 -0.2506 0.3373
N -1.3815 -0.9726 2.7139 0.1634 0.6763 0.6701 -0.6014
C -0.2565 -1.4817 3.1619 -0.2284 -1.1773 -0.3152 0.0275
O 0.8624 -0.9931 3.4780 -0.2526 0.0139 -0.0485 -0.9603
C -0.4239 -3.0048 3.1617 -0.1591 -0.2129 -0.2178 0.5159
C -1.5668 -3.6025 2.5958 0.5218 0.3499 1.1186 -0.6000
C -1.6293 -4.9595 2.4542 -0.0445 -1.3893 -0.7703 -0.5201
C -0.5867 -5.8311 2.7784 0.5845 2.1966 0.3902 -0.6927
C 0.5484 -5.2266 3.3399 -0.5756 -1.0597 -0.1563 -0.4670
C 0.5907 -3.8640 3.5617 0.4738 0.4798 0.0838 -0.1460
C -1.7896 3.3567 2.4432 -0.4361 1.4931 -0.0022 0.4610
O -0.5444 3.1388 2.2249 -0.2100 0.1643 -0.1571 -0.6986
H -0.3469 6.7189 0.6901 0.2702 0.4606 -0.0263 0.3389
H -1.9923 6.1921 0.1296 0.5986 -0.0342 0.2899 0.0947
H -0.6588 4.9821 0.4137 -0.1448 0.5168 -0.2343 -0.2148
H -4.0085 6.0754 2.3483 0.6697 -0.8010 0.1838 0.3256
H -5.6179 4.2318 2.9910 0.1079 0.3126 0.0211 0.3213
H -4.7720 1.9746 3.2268 -0.8605 -0.8219 0.2061 0.4317
H -3.2938 0.2720 3.1120 -0.0180 0.3988 0.0805 0.1695
H -2.4257 -3.0015 2.3918 -0.1347 0.3714 -0.4258 0.4602
H -2.4692 -5.3990 1.9376 -0.4184 0.0262 0.1363 0.3356
H -0.6790 -6.8631 2.5763 0.1215 -0.9694 -0.1085 0.5261
H 1.4123 -5.8182 3.6077 0.0560 -0.1789 0.1142 0.4443
H 1.4965 -3.4655 4.0070 -0.1775 0.2433 0.0385 0.5350
C 0.3197 -0.9236 -5.0297 0.1104 -0.2631 0.3785 -0.4784
O 1.4046 -0.0446 -4.7402 -0.4569 0.5636 0.1601 -0.5736
C 1.3895 0.3561 -3.4426 -0.6342 -0.9430 0.0970 0.7874
O 0.6104 -0.0791 -2.6156 0.1301 0.2611 -0.3988 -0.5112
N 2.4001 1.1800 -3.1918 0.4248 1.0135 1.3424 -0.0551
N 2.4703 1.9122 -1.9743 0.1526 -0.5717 -0.1523 -0.4812
H 0.2934 -1.0043 -6.0982 0.0072 -0.1950 -0.5143 0.2822
H -0.6490 -0.5907 -4.6490 0.3019 0.2917 0.0043 0.2246
H 0.5626 -1.8618 -4.5495 -0.2642 -0.5288 -0.1540 0.1041
H 3.0017 1.4992 -3.9110 0.1464 0.1992 -0.5920 0.2128
H 2.5780 1.2112 -1.2328 -0.1706 0.3498 -0.1372 0.2293
H 1.5804 2.4157 -1.8231 0.2174 -0.1780 -0.0554 0.1325
O 1.5783 1.6133 2.4048 -1.5115 -0.0432 0.9144 -0.7187
H 1.2794 0.7771 2.8873 0.2738 1.0958 -0.5526 0.3511
H 0.8159 2.2819 2.6098 1.3062 -1.4000 -0.3918 0.4778
Br 6.1422 6.1847 2.0133 -0.0093 0.0887 0.0722 -0.2438
C 4.3759 6.0493 2.7016 -0.2837 -0.2670 0.3591 0.3669
C 4.1464 6.5644 3.9791 0.6899 0.6871 0.0311 -0.3972
C 2.8666 6.4909 4.5050 -0.5243 0.5118 0.1655 -0.4332
C 1.8432 5.9031 3.7842 -0.2363 -0.0166 -0.4705 -0.6403
C 2.0843 5.3268 2.5289 0.2545 0.6613 1.0826 0.4304
C 3.3529 5.4029 1.9801 0.7713 0.0966 0.3520 -0.6372
I 3.7403 4.4422 0.1790 -0.3209 -0.0961 -0.1724 0.1943
H 4.9468 7.1223 4.5289 -0.7415 -0.7545 -0.6544 0.2703
H 2.5864 7.0075 5.4292 0.4470 -0.3110 -0.1667 0.3059
H 0.8208 5.9624 4.1610 0.2605 -0.3184 -0.1453 0.4058
H 1.2707 4.8489 2.0411 -0.5223 -0.4447 -0.5313 0.2465
C -4.3977 8.0922 -2.6750 0.8561 0.5983 0.3269 -1.4062
C -3.4517 6.9166 -2.6000 0.5036 -0.8120 0.4136 0.3374
C -3.8774 5.6852 -2.1175 0.9024 -0.0124 -0.1301 -1.0889
C -3.0148 4.6168 -1.9151 0.3858 -0.1415 0.7321 1.2633
C -3.5734 3.3584 -1.3090 0.6602 -0.8688 -0.8534 -1.3114
C -1.6502 4.7349 -2.1971 -0.3283 -0.7783 -1.0144 1.4171
C -1.1993 5.9062 -2.7868 0.0917 0.6503 0.6203 1.3250
C 0.2522 6.0953 -3.1599 -0.4406 1.3545 -0.0329 -1.5450
C -2.0879 6.9684 -2.9118 -0.5930 1.0585 -0.0858 -1.0321
C -0.6946 3.5339 -2.1530 0.3664 0.0017 -0.7258 -0.7299
O -0.6611 2.7993 -3.1633 -0.2507 0.4696 0.6309 -0.7455
O 0.0703 3.4504 -1.1461 -0.1771 0.1316 0.1319 -0.5991
H -3.7988 9.0288 -2.7600 -0.5770 -0.5248 -0.3859 0.3353
H -4.9869 8.2282 -1.7686 0.1101 -0.2797 0.2731 0.3403
H -5.1395 7.9809 -3.4579 0.1135 0.1760 -0.4736 0.3022
H -4.8733 5.5136 -1.8254 -1.3412 0.0665 0.2465 0.3753
H -4.6430 3.4296 -1.2901 -0.6968 -0.2621 -0.2783 0.4629
H -3.3139 3.1361 -0.2809 0.5437 0.3603 0.3821 -0.0258
H -3.2164 2.4814 -1.9073 -0.5405 0.5542 0.3926 0.2160
H 0.9018 6.1081 -2.2831 0.0069 -0.3482 -0.0343 0.2234
H 0.4017 7.0753 -3.6736 -0.2028 -0.6455 0.2919 0.3844
H 0.5199 5.3224 -3.8454 0.5545 -0.6602 -0.3415 0.3324
H -1.7032 7.9388 -3.2068 0.1742 0.0207 -0.2794 0.2196
S 3.0510 -9.7345 -0.7395 -0.1170 -0.0280 -0.1779 -0.3979
C 2.2284 -8.5924 -1.6343 -0.8272 0.4717 -0.4172 0.2469
S 2.8730 -7.0243 -2.0421 0.2962 -0.1873 0.1571 -0.1619
C 1.3407 -6.4754 -2.7056 0.3315 1.1702 -0.2590 0.2871
N 0.4321 -7.3835 -2.6505 -0.1501 -1.0053 -0.0348 -0.8876
N 0.9553 -8.5860 -2.1403 -0.5824 -0.5262 0.4777 0.5744
C -0.0398 -9.6349 -1.9220 1.0339 0.5594 0.3356 0.2709
C -1.2894 -9.2823 -1.3978 0.4982 1.4665 -0.1111 -0.2629
C -2.1509 -10.2561 -0.9739 -0.7661 -0.8007 -0.0085 -0.5319
C -1.8002 -11.5983 -1.1334 0.0801 0.4448 0.2243 -0.4296
C -0.5877 -11.9433 -1.6963 -0.0797 -0.8323 -0.1206 -0.4797
C 0.3206 -10.9654 -2.0841 1.1366 -0.3868 -0.0319 -0.3785
S 1.2182 -4.8590 -3.3142 -0.0460 -0.6772 0.1816 -0.3316
H -1.5247 -8.2072 -1.2801 0.1895 -0.8103 -0.1392 0.4301
H -3.1298 -10.0243 -0.5341 0.5439 0.1133 -0.1648 0.3265
H -2.4383 -12.3579 -0.7263 -0.3247 -0.3248 -0.0834 0.3700
H -0.3698 -13.0209 -1.8118 0.1414 0.7733 0.0801 0.3016
H 1.3665 -11.2668 -2.3695 -1.3770 0.5806 0.0803 0.2787
C 3.0346 -2.7159 1.5078 -1.5490 0.4147 0.2151 0.1811
C 2.9798 -1.2736 0.9561 0.3485 0.7002 0.3677 -0.1692
N 2.2463 -1.2411 -0.2874 0.1252 -0.2320 -0.8570 0.5851
C 0.9148 -1.8499 -0.1791 -0.4883 1.6270 -0.0513 1.1585
C 1.0087 -3.3137 0.1362 -0.3469 -0.0517 0.2468 0.7376
N 2.4381 -3.5959 0.4493 0.6223 -1.5346 -0.3406 0.0362
C 3.2385 -3.4369 -0.8007 1.2542 -0.3412 -0.6177 0.1241
C 2.9811 -2.0032 -1.2984 0.5333 0.5405 0.6837 -0.8003
H 2.2966 -2.7181 2.3044 0.4105 -0.3240 0.4753 -0.5029
H 4.0064 -3.1324 1.7845 -0.1722 0.2183 -0.0212 0.4278
H 4.0118 -0.9275 0.7869 -0.3867 0.1972 -0.0849 0.4083
H 2.4564 -0.5603 1.6334 0.6145 -0.7914 -0.0754 -0.0555
H 0.4205 -1.6497 -1.1402 0.0600 -0.2413 0.3520 0.4056
H 0.3319 -1.3204 0.5900 0.2931 -0.2188 -0.1192 -1.5238
H 0.7135 -3.9057 -0.7138 0.2305 -0.4836 -0.3790 0.1292
H 0.3924 -3.5936 0.9779 0.0844 -0.1162 0.2549 -1.2082
H 2.4757 -4.5838 0.7493 0.1093 0.5982 -0.0937 0.4228
H 2.8915 -4.1321 -1.5934 0.1188 0.0950 0.7158 -0.4795
H 4.3253 -3.6293 -0.5502 -1.2059 0.1506 -0.1704 0.2598
H 2.4134 -2.0347 -2.2021 -0.5055 -0.0040 -0.6199 0.1452
H 3.9110 -1.4682 -1.5067 0.0603 -0.1742 -0.0099 0.3996
```
Positions in Å, forces in eV/Å.